Formula: C3H10N2O
Source: OMol25
Level of theory: ωB97M-V with the def2-TZVPD basis set

SMILES string ... NCNCCO
Calculated total energy ... -305.01725 Ha
HOMO-LUMO gap ... 10.0 eV
E_LUMO ... 0.860 eV
ΔE to the lowest compared entry with this formula, charge and spin ... 36.0 kcal per mole

Each line ends with the natural charge from an NBO analysis.
Geometry (Å):
O  -2.508  1.686  -0.058  -0.7307
N  0.567  -0.246  0.271  -0.6531
N  2.495  -1.792  0.141  -0.8084
C  -1.550  0.887  0.577  -0.0485
C  -0.621  0.165  -0.434  -0.2392
C  1.598  -0.926  -0.583  -0.0488
H  1.043  -1.469  -1.342  0.1809
H  1.874  -2.478  0.573  0.3475
H  -0.831  1.523  1.103  0.1484
H  -1.997  0.132  1.218  0.1759
H  -0.479  0.833  -1.292  0.1622
H  -2.385  2.628  0.069  0.4777
H  -1.140  -0.690  -0.865  0.1875
H  1.084  0.520  0.695  0.3462
H  2.203  -0.113  -1.008  0.1565
H  2.793  -1.338  1.005  0.3460